DFT (ωB97M-V/def2-TZVPD) results for a 12-piece molecular cluster, C43H85NO19S8 overall in a non-equilibrium geometry.

Each line ends with the Löwdin charge.
Atoms and positions in Å:
O (-5.81, -28.83, -6.50)  -0.363
S (-6.74, -28.05, -7.32)  0.713
O (-6.89, -28.35, -8.75)  -0.333
C (-8.34, -28.12, -6.48)  -0.246
C (-8.96, -26.74, -6.66)  -0.189
C (-7.81, -25.68, -6.57)  -0.174
C (-6.42, -26.24, -7.03)  -0.192
H (-8.30, -28.30, -5.41)  0.085
H (-8.98, -28.91, -6.87)  0.084
H (-9.21, -26.88, -7.71)  0.101
H (-9.85, -26.44, -6.11)  0.114
H (-7.61, -25.41, -5.53)  0.082
H (-7.98, -24.74, -7.10)  0.094
H (-5.65, -26.18, -6.26)  0.059
H (-6.05, -25.94, -8.01)  0.080
O (-0.22, -33.17, -6.76)  -0.358
S (-1.13, -32.23, -7.43)  0.725
O (-1.31, -32.21, -8.91)  -0.370
C (-2.73, -32.18, -6.62)  -0.219
C (-3.08, -30.66, -6.69)  -0.205
C (-1.84, -29.99, -6.07)  -0.211
C (-0.59, -30.47, -6.93)  -0.169
H (-2.56, -32.59, -5.62)  0.103
H (-3.30, -32.92, -7.19)  0.103
H (-3.32, -30.38, -7.71)  0.096
H (-3.94, -30.49, -6.04)  0.091
H (-1.70, -30.29, -5.03)  0.115
H (-1.82, -28.92, -6.23)  0.069
H (0.24, -30.64, -6.24)  0.088
H (-0.46, -29.87, -7.82)  0.092
O (-8.68, -20.81, -0.99)  -0.342
S (-7.52, -21.72, -0.97)  0.743
O (-6.27, -21.29, -0.34)  -0.357
C (-8.09, -23.39, -0.19)  -0.166
C (-8.27, -24.24, -1.41)  -0.235
C (-8.27, -23.48, -2.74)  -0.236
C (-7.26, -22.40, -2.68)  -0.208
H (-8.95, -23.17, 0.44)  0.099
H (-7.27, -23.82, 0.38)  0.094
H (-7.54, -25.05, -1.38)  0.088
H (-9.26, -24.69, -1.34)  0.102
H (-9.27, -23.14, -3.03)  0.111
H (-8.11, -24.17, -3.57)  0.092
H (-7.41, -21.50, -3.27)  0.077
H (-6.22, -22.72, -2.70)  0.092
O (-5.65, -26.69, -14.08)  -0.348
S (-6.04, -25.58, -13.21)  0.727
O (-5.41, -24.27, -13.27)  -0.334
C (-7.89, -25.31, -13.40)  -0.181
C (-8.34, -24.89, -11.96)  -0.227
C (-7.62, -25.80, -11.02)  -0.281
C (-6.27, -26.18, -11.43)  -0.206
H (-8.36, -26.29, -13.48)  0.098
H (-8.06, -24.72, -14.30)  0.102
H (-8.06, -23.85, -11.85)  0.108
H (-9.43, -24.90, -11.84)  0.116
H (-8.15, -26.75, -11.00)  0.117
H (-7.68, -25.30, -10.05)  0.113
H (-6.33, -27.27, -11.47)  0.082
H (-5.48, -25.94, -10.72)  0.102
O (-6.51, -31.65, -11.69)  -0.365
S (-5.16, -31.62, -11.04)  0.731
O (-4.80, -32.73, -10.16)  -0.362
C (-3.82, -31.57, -12.26)  -0.190
C (-3.31, -30.01, -12.37)  -0.169
C (-3.32, -29.54, -10.92)  -0.219
C (-4.68, -29.94, -10.27)  -0.183
H (-4.26, -32.04, -13.14)  0.090
H (-3.04, -32.26, -11.94)  0.096
H (-2.35, -29.93, -12.88)  0.107
H (-3.97, -29.44, -13.02)  0.101
H (-3.03, -28.49, -10.81)  0.111
H (-2.56, -30.17, -10.46)  0.093
H (-5.42, -29.27, -10.71)  0.056
H (-4.92, -29.80, -9.21)  0.063
O (-9.91, -33.66, -8.06)  -0.346
S (-10.83, -32.78, -8.78)  0.699
O (-12.02, -33.25, -9.38)  -0.323
C (-11.22, -31.28, -7.70)  -0.205
C (-11.18, -30.14, -8.68)  -0.247
C (-9.85, -30.21, -9.44)  -0.198
C (-9.86, -31.67, -9.96)  -0.177
H (-10.34, -31.21, -7.05)  0.065
H (-12.11, -31.53, -7.12)  0.106
H (-12.07, -30.11, -9.31)  0.122
H (-11.25, -29.25, -8.06)  0.101
H (-8.91, -30.11, -8.89)  0.087
H (-9.76, -29.41, -10.17)  0.111
H (-8.90, -32.11, -9.72)  0.081
H (-10.28, -31.81, -10.96)  0.105
O (-9.68, -21.03, -4.81)  -0.330
S (-8.97, -20.06, -5.63)  0.689
O (-7.90, -19.35, -4.92)  -0.328
C (-8.47, -21.00, -7.13)  -0.199
C (-9.58, -20.69, -8.21)  -0.160
C (-10.68, -19.66, -7.66)  -0.200
C (-10.11, -18.91, -6.49)  -0.222
H (-8.26, -22.03, -6.85)  0.081
H (-7.50, -20.55, -7.34)  0.058
H (-9.14, -20.28, -9.11)  0.097
H (-10.02, -21.54, -8.74)  0.100
H (-11.64, -20.12, -7.41)  0.113
H (-10.90, -18.89, -8.40)  0.108
H (-10.75, -18.60, -5.67)  0.116
H (-9.37, -18.21, -6.89)  0.107
O (-4.35, -28.40, 0.33)  -0.330
S (-4.64, -27.27, -0.53)  0.717
O (-4.78, -25.93, 0.02)  -0.333
C (-3.63, -27.11, -2.03)  -0.240
C (-4.48, -26.76, -3.17)  -0.243
C (-5.89, -27.29, -2.98)  -0.221
C (-6.19, -27.70, -1.51)  -0.170
H (-3.32, -28.15, -2.20)  0.105
H (-2.74, -26.49, -1.88)  0.119
H (-4.64, -25.68, -3.12)  0.115
H (-4.00, -26.94, -4.14)  0.085
H (-6.06, -28.10, -3.69)  0.094
H (-6.60, -26.54, -3.34)  0.083
H (-6.24, -28.79, -1.60)  0.089
H (-7.12, -27.23, -1.19)  0.083
C (-12.09, -26.62, -1.75)  -0.031
C (-11.14, -26.35, -2.86)  -0.501
C (-10.08, -27.38, -3.19)  -0.008
O (-11.30, -25.34, -3.52)  0.063
H (-12.46, -25.70, -1.29)  0.089
H (-11.63, -27.03, -0.85)  0.079
H (-12.91, -27.26, -2.06)  0.096
H (-10.46, -28.04, -3.98)  0.089
H (-10.00, -28.00, -2.30)  0.081
H (-9.17, -26.95, -3.63)  0.063
C (-7.19, -32.80, -5.90)  0.002
C (-7.92, -31.90, -4.91)  -0.460
C (-7.54, -31.97, -3.47)  -0.019
O (-8.75, -31.10, -5.31)  0.035
H (-6.39, -33.39, -5.46)  0.075
H (-6.71, -32.19, -6.67)  0.084
H (-7.88, -33.51, -6.37)  0.077
H (-6.57, -31.48, -3.33)  0.085
H (-7.37, -32.97, -3.07)  0.086
H (-8.25, -31.45, -2.82)  0.081
C (-4.37, -19.97, -5.50)  -0.007
C (-4.75, -21.42, -5.70)  -0.471
C (-5.30, -21.92, -6.99)  -0.023
O (-4.77, -22.10, -4.67)  0.037
H (-4.71, -19.52, -6.43)  0.071
H (-3.32, -19.74, -5.31)  0.088
H (-4.90, -19.53, -4.66)  0.091
H (-6.00, -22.73, -6.78)  0.075
H (-4.39, -22.35, -7.40)  0.092
H (-5.66, -21.17, -7.69)  0.072
C (-1.59, -25.37, -7.49)  -0.054
C (-2.59, -26.18, -6.85)  -0.216
N (-3.40, -26.95, -6.50)  0.173
H (-1.97, -25.16, -8.49)  0.091
H (-0.61, -25.84, -7.56)  0.093
H (-1.52, -24.43, -6.93)  0.087

Properties
HOMO-LUMO gap = 9.0 eV
Highest occupied orbital energy = -9.5 eV
Molecular weight = 1176.68 g mol⁻¹
Max |F| = 4.37 eV/A
SMILES = O=S1(=O)CCCC1.O=S1(=O)CCCC1.O=S1(=O)CCCC1.O=S1(=O)CCCC1.O=S1(=O)CCCC1.O=S1(=O)CCCC1.O=S1(=O)CCCC1.O=S1(=O)CCCC1.CC(C)=O.CC(C)=O.CC(C)=O.CC#N
E_tot = -173035.65073 eV